Version one
Formula: C9H18AsF6O9Rb
Source: the Open Molecules 2025 dataset
Level of theory: wB97M-V/def2-TZVPD

XYZ file:
```
44
Properties=species:S:1:pos:R:3:mulliken_charge:R:1
Rb -13.68344 -12.22760 34.63726 1.039
As -13.54407 -15.43687 37.12449 2.057
F -11.99587 -16.18094 36.97992 -0.506
F -13.70344 -15.97692 38.73952 -0.488
F -15.08321 -14.64758 37.23516 -0.466
F -13.45000 -14.90048 35.44570 -0.625
F -14.32211 -16.86236 36.54324 -0.491
F -12.75877 -13.95510 37.56467 -0.466
C -10.36542 -14.19515 35.21600 -0.317
O -9.42424 -13.53260 34.37231 -0.335
C -9.87056 -12.73204 33.42218 0.793
O -11.02121 -12.50051 33.13786 -0.459
O -8.81363 -12.24864 32.76976 -0.364
C -9.11760 -11.31980 31.73035 -0.622
H -11.40173 -13.89939 35.06790 -0.068
H -10.12318 -14.05384 36.26560 0.304
H -10.31921 -15.26447 35.01209 0.303
H -9.77082 -11.75512 30.97475 0.258
H -8.18854 -10.99954 31.27359 0.226
H -9.62191 -10.43839 32.13374 0.282
C -15.76625 -8.42582 36.15571 -0.541
O -16.31979 -9.11683 37.29283 -0.337
C -15.80980 -10.31427 37.53628 0.753
O -14.97843 -10.89168 36.87601 -0.487
O -16.34609 -10.78780 38.64806 -0.346
C -16.01931 -12.15599 38.93444 -0.630
H -15.57047 -9.14505 35.36307 0.208
H -14.84302 -7.94512 36.46683 0.284
H -16.52367 -7.72205 35.83622 0.230
H -16.47553 -12.39612 39.89048 0.261
H -14.94881 -12.33159 38.96385 0.281
H -16.47719 -12.82069 38.20040 0.295
C -16.42265 -12.90472 30.57071 -0.631
O -15.47309 -13.92191 30.28411 -0.326
C -14.40602 -13.96932 31.07072 0.710
O -14.19331 -13.24551 32.01517 -0.483
O -13.61880 -14.95132 30.67048 -0.338
C -12.31766 -14.97973 31.26199 -0.358
H -16.96887 -12.73643 29.64834 0.229
H -15.92294 -11.99521 30.89947 0.286
H -17.12091 -13.20931 31.35102 0.285
H -11.74843 -15.74437 30.74476 0.289
H -12.38406 -15.20780 32.32355 0.177
H -11.82198 -14.02012 31.11499 0.137
```

spin multiplicity	1
total charge	0
E_LUMO	-0.4893	eV
HOMO	-11.50	eV

=====

Version two
Formula: C9H18AsF6O9Rb
Source: the Open Molecules 2025 dataset
Level of theory: wB97M-V/def2-TZVPD

XYZ file:
```
44
Properties=species:S:1:pos:R:3:mulliken_charge:R:1
Rb 1.59337 2.08436 11.33870 0.807
As 0.10780 4.95198 11.01741 1.935
F 1.51405 3.90754 11.12524 -0.579
F 0.83072 5.60288 9.51145 -0.535
F -1.34919 6.08605 10.87525 -0.515
F -0.43179 4.25165 12.54219 -0.459
F 0.93575 6.21001 11.92735 -0.509
F -0.70417 3.67517 10.00871 -0.453
C 0.15974 -0.40569 8.98048 -0.048
O 0.58930 -1.36494 9.92528 -0.338
C 1.49381 -0.94949 10.83032 0.865
O 1.76462 0.18759 11.19530 -0.388
O 2.06783 -2.05816 11.32462 -0.364
C 3.14226 -1.93250 12.22456 -0.666
H 0.75040 -0.36158 8.06545 0.341
H 0.08514 0.59320 9.41034 -0.461
H -0.79824 -0.84593 8.70377 0.307
H 3.49790 -2.94998 12.38683 0.239
H 2.83820 -1.43196 13.14386 0.276
H 4.03657 -1.44962 11.83068 0.290
C -1.10571 -0.49091 13.66954 -0.178
O -1.85983 -0.08841 12.58618 -0.424
C -1.37332 0.74342 11.69321 0.540
O -0.30462 1.31293 11.74801 0.193
O -2.27508 0.90899 10.68821 -0.377
C -1.97301 1.86060 9.66427 -0.534
H -0.21795 -0.93352 13.21778 -0.014
H -1.50432 -1.29743 14.28495 0.282
H -0.86480 0.41082 14.23252 0.067
H -1.74161 2.85978 10.03331 0.251
H -2.81518 2.02501 8.99209 0.349
H -1.19351 1.40923 9.05047 0.108
C 0.17015 3.10724 14.38825 0.449
O 1.45902 3.64915 14.79952 -0.379
C 2.57830 3.40999 14.03192 0.840
O 2.63423 2.79599 13.02167 -0.615
O 3.55583 3.99173 14.68109 -0.355
C 4.84538 4.00238 14.09003 -0.671
H -0.25792 2.56188 15.22933 0.467
H 0.16533 2.52407 13.46738 -0.822
H -0.45024 3.99002 14.23353 0.246
H 4.80917 4.45073 13.09717 0.305
H 5.23341 2.98676 14.01231 0.282
H 5.34237 4.75703 14.69964 0.244
```

spin multiplicity	1
total charge	0
E_LUMO	-0.1662	eV
HOMO	-9.52	eV

=====

The structure with the least stability is version two.

=====

Version one
Formula: C9H36O9
Source: the Open Molecules 2025 dataset
Level of theory: wB97M-V/def2-TZVPD

XYZ file:
```
54
Properties=species:S:1:pos:R:3:mulliken_charge:R:1
C 3.00979 5.94043 0.51645 -0.498
O 3.38861 4.66169 1.03331 -0.492
H 2.17814 6.21439 1.16560 0.194
H 3.69875 6.75788 0.72908 0.264
H 2.75581 5.95642 -0.54342 0.241
H 4.25440 4.44631 0.67886 0.290
C -4.63934 -1.64653 -3.55135 -0.428
O -4.67699 -1.53705 -4.98769 -0.507
H -5.26150 -2.52334 -3.37188 0.222
H -3.61093 -1.74986 -3.20522 0.176
H -5.14248 -0.81579 -3.05654 0.227
H -5.38374 -2.10451 -5.30407 0.311
C -1.24228 4.64532 -3.59516 -0.447
O -2.61539 4.64684 -3.84412 -0.520
H -1.08739 4.85041 -2.53589 0.187
H -0.86924 3.64092 -3.79549 0.240
H -0.71901 5.27321 -4.31630 0.242
H -2.88624 4.27439 -4.68646 0.298
C -3.86062 -5.27013 1.33241 -0.449
O -3.24767 -4.05788 1.81996 -0.484
H -3.09108 -5.86385 0.83905 0.180
H -4.21253 -5.76771 2.23612 0.236
H -4.74220 -5.00125 0.75049 0.223
H -3.75351 -3.80722 2.59643 0.295
C -0.03932 0.14322 0.28019 -0.439
O 0.20006 -1.21564 0.41102 -0.482
H 0.95061 0.59943 0.28372 0.186
H -0.58818 0.33405 -0.64200 0.196
H -0.55302 0.46441 1.18630 0.240
H -0.60670 -1.65359 0.69196 0.295
C 1.80496 -1.48456 5.49253 -0.511
O 1.52642 -2.27555 6.66968 -0.498
H 2.63536 -1.83525 4.87971 0.240
H 0.91068 -1.56056 4.87399 0.227
H 1.86365 -0.41611 5.70002 0.244
H 1.59608 -3.17461 6.34036 0.300
C 1.82578 -6.28047 -1.52341 -0.462
O 2.56138 -5.49318 -0.57386 -0.487
H 2.37794 -7.20984 -1.66302 0.223
H 0.83110 -6.54831 -1.16706 0.202
H 1.61252 -5.70768 -2.42593 0.236
H 1.99550 -4.74153 -0.38306 0.289
C -1.56180 4.82987 4.35188 -0.472
O -2.43901 5.82234 4.97445 -0.527
H -1.73429 4.90092 3.27796 0.235
H -0.53514 4.91582 4.70781 0.244
H -1.74275 3.80616 4.67955 0.220
H -2.31206 6.72142 4.66276 0.301
C 5.01825 -0.95240 -3.48998 -0.479
O 6.02793 0.04459 -3.65335 -0.503
H 5.05782 -1.42525 -2.50868 0.211
H 4.06741 -0.41953 -3.48285 0.241
H 5.07823 -1.68771 -4.29236 0.229
H 5.92744 0.33653 -4.56234 0.303
```

spin multiplicity	1
SMILES	CO.CO.CO.CO.CO.CO.CO.CO.CO
total charge	0
E_LUMO	0.2071	eV
HOMO	-10.26	eV

=====

Version two
Formula: C9H36O9
Source: the Open Molecules 2025 dataset
Level of theory: wB97M-V/def2-TZVPD

XYZ file:
```
54
Properties=species:S:1:pos:R:3:mulliken_charge:R:1
C -26.30066 4.08724 7.87492 -0.366
O -26.89023 4.64625 9.01843 -0.497
H -25.28481 3.86035 8.19844 0.046
H -26.80286 3.20306 7.48234 0.259
H -26.23073 4.75660 7.01750 0.239
H -26.17949 5.16524 9.40197 0.316
C -19.19297 6.36529 11.08609 -0.243
O -18.91732 7.10195 9.94946 -0.514
H -20.26047 6.15108 11.13755 0.074
H -18.73849 5.37536 11.04627 0.041
H -18.96113 6.89415 12.01057 0.329
H -19.51408 7.85377 9.96525 0.296
C -22.71592 3.56216 10.90610 -0.188
O -21.96863 2.42815 10.54347 -0.553
H -22.69220 3.67925 11.98954 0.153
H -22.26503 4.44881 10.46039 -0.058
H -23.74775 3.58908 10.55580 0.243
H -21.12035 2.48518 10.98931 0.362
C -18.61716 2.01643 11.07338 -0.577
O -19.54686 2.83781 11.74667 -0.538
H -19.16014 1.37650 10.37785 0.100
H -17.94030 2.58283 10.43372 0.323
H -17.97481 1.43890 11.73817 0.365
H -19.04162 3.20411 12.47616 0.291
C -21.98526 6.12255 8.14574 0.162
O -22.30615 7.48735 8.04027 -0.519
H -21.43413 5.86269 9.04952 -0.212
H -22.94189 5.60128 8.11057 0.032
H -21.38676 5.76419 7.30820 0.292
H -21.49514 7.99639 8.10914 0.291
C -21.26691 -1.41186 10.27589 -0.299
O -19.89790 -1.66128 10.38117 -0.495
H -21.43654 -0.33735 10.34483 -0.018
H -21.70770 -1.70394 9.32274 0.322
H -21.82547 -2.04197 10.96804 0.228
H -19.51042 -1.23374 9.61392 0.298
C -24.55628 1.67214 14.44372 -0.573
O -25.46461 2.55651 15.09946 -0.517
H -23.59048 2.08303 14.14958 0.112
H -24.39785 0.81847 15.10269 0.337
H -24.93430 1.07228 13.61585 0.363
H -26.35770 2.21513 15.01310 0.293
C -20.73766 0.47039 13.72831 -0.384
O -21.22135 -0.05919 14.95121 -0.569
H -20.47710 1.50297 13.96066 0.132
H -19.81518 -0.01254 13.40595 0.320
H -21.46456 0.48170 12.91616 0.180
H -21.89907 -0.70086 14.72638 0.318
C -24.21923 5.51478 13.63535 -0.441
O -23.80981 6.73572 13.03940 -0.531
H -24.78289 5.77105 14.53241 0.360
H -24.85893 4.92628 12.97765 0.172
H -23.31119 4.96364 13.87991 0.143
H -23.69886 7.39124 13.73193 0.297
```

spin multiplicity	1
SMILES	CO.CO.CO.CO.CO.CO.CO.CO.CO
total charge	0
E_LUMO	0.3659	eV
HOMO	-9.98	eV

=====

The structure with the least stability is version one.

=====

Version one
Formula: C3H5ClO2S
Source: the Open Molecules 2025 dataset
Level of theory: wB97M-V/def2-TZVPD

XYZ file:
```
12
Properties=species:S:1:pos:R:3:mulliken_charge:R:1
C 1.06030 0.11785 -0.36629 0.016
C 1.38689 -0.97334 0.51866 -1.047
C -0.10525 0.11037 -1.23527 -0.251
O 0.45487 3.31573 -0.83321 -0.409
O 1.50664 2.58269 1.22624 -0.350
S 1.68296 3.08807 -0.09150 0.736
Cl -1.38857 -1.23148 -0.96970 -0.267
H 1.94092 -0.64000 1.39705 0.252
H 1.87789 -1.62586 -0.16587 0.356
H 0.61682 -1.64689 0.83210 0.395
H -0.76230 1.06814 -1.16040 0.254
H 0.40481 0.03219 -2.30089 0.314
```

spin multiplicity	1
total charge	0
E_LUMO	-0.8672	eV
HOMO	-8.87	eV

=====

Version two
Formula: C3H5ClO2S
Source: the Open Molecules 2025 dataset
Level of theory: wB97M-V/def2-TZVPD

XYZ file:
```
12
Properties=species:S:1:pos:R:3:mulliken_charge:R:1
C -0.90759 -0.98093 0.57818 -0.984
C -0.29142 0.27877 0.30686 0.346
C -0.09344 0.88002 -1.26736 -0.611
Cl 0.43663 -0.53187 -2.33225 -0.193
S 1.23018 0.33264 0.93440 0.842
O 1.96323 1.53780 0.60313 -0.542
O 1.41669 -0.21283 2.24696 -0.514
H -0.91596 -1.47905 -0.35852 0.278
H -2.00360 -0.93867 0.69073 0.317
H -0.58127 -1.63702 1.47306 0.320
H -1.00180 1.21575 -1.64890 0.370
H 0.74834 1.53539 -1.22629 0.371
```

spin multiplicity	1
SMILES	CC(CCl)=S(=O)=O
total charge	0
E_LUMO (alpha / beta)	-1.5341 / -1.5346	eV
HOMO (alpha / beta)	-9.64 / -9.64	eV

=====

The structure with the least stability is version one.